(1)
The molecule C5H11NO, computed with ωB97M-V/def2-TZVPD.

Structure (XYZ):
```
18
Properties=species:S:1:pos:R:3:mulliken_charge:R:1
C -1.9863 0.5770 -0.7336 -1.007
C -1.4312 -0.5252 0.1602 -0.628
N 0.0053 -0.3736 0.3774 0.045
C 0.4150 0.4014 1.5300 -0.967
C 0.8171 -0.6650 -0.6844 0.950
O 0.3807 -1.2478 -1.6688 -0.640
C 2.2629 -0.2079 -0.6229 -1.346
H -3.0656 0.4610 -0.8737 0.345
H -1.5052 0.5232 -1.7146 0.299
H -1.7947 1.5686 -0.3052 0.271
H -1.6090 -1.5054 -0.2895 0.317
H -1.9143 -0.5125 1.1440 0.376
H -0.0493 -0.0125 2.4324 0.308
H 1.4962 0.3517 1.6646 0.372
H 0.1225 1.4591 1.4516 0.296
H 2.7129 -0.4628 -1.5832 0.319
H 2.8156 -0.7050 0.1815 0.353
H 2.3275 0.8757 -0.4658 0.338
```

Results
Structure (SMILES) ... CCN(C)C(C)=O
Kohn-Sham gap ... 0.370 hartree
Energy above the lowest of the compared OMol25 structures with the same formula, charge and spin ... 8.3 kcal/mol
Lowest unoccupied orbital energy ... 0.9 eV
HOMO ... -9.2 eV
2S+1 ... 1
F_max ... 0.34 eV Å⁻¹
Total energy ... -327.1182 Ha

***

(2)
A structure of composition C29H29BaF6N2OP3S, computed with ωB97M-V/def2-TZVPD.

Structure (XYZ):
```
72
Properties=species:S:1:pos:R:3:mulliken_charge:R:1
Ba 0.1436 -2.1792 -3.0274 2.186
C 0.1360 2.1296 4.6586 -0.730
S -1.3875 1.9819 3.6911 -0.097
C -0.9682 2.9932 2.2251 -1.078
C -0.9547 2.1580 0.9459 -0.467
C 0.1494 1.1062 1.0249 -0.705
N 0.0600 0.0551 -0.0077 1.121
P 0.4601 -1.5657 0.3633 0.360
C -1.1118 -2.3907 0.7107 0.380
C -1.1415 -3.7852 0.6250 -0.637
C -2.3177 -4.4621 0.8883 -0.793
C -3.4673 -3.7489 1.2051 -0.515
C -3.4385 -2.3604 1.2755 -0.745
C -2.2647 -1.6735 1.0219 -0.003
C 1.3363 -1.4752 1.9432 0.358
C 2.6042 -0.8834 1.9598 -0.241
C 3.2814 -0.7435 3.1553 -0.746
C 2.7106 -1.2099 4.3356 -0.556
C 1.4672 -1.8282 4.3159 -0.804
C 0.7810 -1.9753 3.1223 -0.265
P 0.4566 0.3606 -1.6837 0.115
C 1.9771 1.3535 -1.5187 0.127
C 3.1731 0.6366 -1.4952 -0.364
C 4.3739 1.2959 -1.2754 -0.490
C 4.3806 2.6706 -1.0854 -0.591
C 3.1919 3.3877 -1.1139 -0.764
C 1.9877 2.7351 -1.3314 -0.347
C -0.8388 1.4590 -2.2964 1.266
C -2.1697 1.2242 -1.9511 -0.543
C -3.1797 1.9451 -2.5635 -0.823
C -2.8694 2.8926 -3.5300 -0.721
C -1.5508 3.0964 -3.9127 -0.647
C -0.5366 2.3672 -3.3129 -0.931
H -0.0382 1.6068 5.5964 0.363
H 0.3433 3.1770 4.8648 0.341
H 0.9725 1.6679 4.1342 0.120
H 0.0025 3.4581 2.4011 0.472
H -1.7224 3.7737 2.1526 0.480
H -0.8036 2.8106 0.0848 0.120
H -1.9282 1.6807 0.8186 0.246
H 0.0652 0.6200 1.9938 0.419
H 1.1207 1.6061 0.9817 0.383
H -0.2433 -4.3275 0.3488 0.530
H -2.3465 -5.5415 0.8274 0.446
H -4.3925 -4.2760 1.3948 0.425
H -4.3356 -1.8098 1.5247 0.465
H -2.2398 -0.5941 1.0935 0.342
H 3.0466 -0.5302 1.0342 0.356
H 4.2595 -0.2816 3.1669 0.465
H 3.2442 -1.0986 5.2702 0.429
H 1.0300 -2.1997 5.2329 0.457
H -0.1875 -2.4560 3.1117 0.476
H 3.1575 -0.4339 -1.6710 0.128
H 5.2991 0.7345 -1.2705 0.531
H 5.3187 3.1878 -0.9308 0.413
H 3.2006 4.4602 -0.9691 0.460
H 1.0669 3.3037 -1.3641 0.390
H -2.4149 0.4584 -1.2238 0.370
H -4.2126 1.7559 -2.3033 0.482
H -3.6593 3.4604 -4.0035 0.410
H -1.3152 3.8224 -4.6794 0.443
H 0.4902 2.4963 -3.6352 0.493
O 4.6412 -3.1159 -2.0696 -0.587
C 3.5465 -2.8602 -2.4399 0.631
N 2.4285 -2.5582 -2.7670 -1.045
F -1.7644 -2.4319 -2.0157 -0.482
P -2.6397 -2.5255 -3.4678 1.638
F -3.3239 -3.8320 -2.9262 -0.352
F -3.7165 -1.5657 -2.8315 -0.333
F -1.7264 -1.2011 -3.9288 -0.417
F -3.3289 -2.5667 -4.8679 -0.287
F -1.3681 -3.4413 -4.0304 -0.533
```

Results
Kohn-Sham gap (spin up / spin down) ... 0.299 / 0.162 hartree
Energy above the lowest of the compared OMol25 structures with the same formula, charge and spin ... 40.5 kcal/mol
Lowest unoccupied orbital energy (spin up / spin down) ... -3.1 / -6.8 eV
HOMO (spin up / spin down) ... -11.2 / -11.2 eV
Total charge ... +1
2S+1 ... 2
F_max ... 8.05 eV Å⁻¹
Total energy ... -3354.1629 Ha

***

(3)
The ion C3H5F2O2Si with charge +1, computed with ωB97M-V/def2-TZVPD.

Structure (XYZ):
```
13
Properties=species:S:1:pos:R:3:mulliken_charge:R:1
C -0.5466 -0.0989 0.1755 0.708
C -1.6842 1.9424 -0.1626 -0.296
C -0.5316 -1.6431 0.0343 -1.195
O -1.5795 0.6741 -0.0162 -0.203
O 0.8249 0.4344 0.0803 -0.130
F 2.8280 -1.4481 -0.0408 -0.176
F 3.4749 1.0733 0.1584 -0.190
Si 2.3423 0.0233 -0.1748 0.637
H -0.7996 2.4601 -0.2245 0.345
H -2.6904 2.3319 -0.0154 0.299
H -1.4847 -1.9630 0.0739 0.378
H -0.0955 -1.9784 0.9458 0.390
H -0.0581 -1.8080 -0.8338 0.433
```

Results
Kohn-Sham gap (spin up / spin down) ... 0.202 / 0.293 hartree
Energy above the lowest of the compared OMol25 structures with the same formula, charge and spin ... 126.4 kcal/mol
Lowest unoccupied orbital energy (spin up / spin down) ... -6.6 / -5.5 eV
HOMO (spin up / spin down) ... -12.1 / -13.4 eV
Total charge ... +1
2S+1 ... 1
F_max ... 5.61 eV Å⁻¹
Total energy ... -756.7052 Ha

***

(4)
A cluster of 8 separate species, C42H108N8O13 in total, computed with ωB97M-V/def2-TZVPD.

Structure (XYZ):
```
171
Properties=species:S:1:pos:R:3:mulliken_charge:R:1
C -19.0787 -0.1507 -8.1851 -0.936
O -19.6005 -0.0478 -9.4916 -0.089
C -21.0069 -0.2327 -9.5248 -1.046
C -21.5996 0.4437 -10.7281 0.498
N -21.4734 1.8765 -10.6838 -0.400
C -21.9677 2.5446 -11.8731 0.938
C -21.4959 3.9652 -12.0181 -1.509
O -20.0849 4.0515 -11.9688 -0.068
C -19.6536 5.4099 -11.9345 -0.909
H -19.6866 0.4351 -7.4873 0.431
H -18.0671 0.2470 -8.1438 0.188
H -19.0521 -1.2043 -7.8854 0.311
H -21.4659 0.2003 -8.6263 0.446
H -21.2205 -1.3088 -9.5189 0.420
H -22.6290 0.0719 -10.8213 0.319
H -21.1501 0.0746 -11.6597 -0.408
H -20.5275 2.1565 -10.4605 0.224
H -23.0619 2.5543 -11.8606 0.442
H -21.6241 1.9707 -12.7483 -0.705
H -21.8897 4.5446 -11.1680 0.445
H -21.8711 4.3962 -12.9542 0.406
H -18.5856 5.4384 -12.1412 0.197
H -19.9239 5.8783 -10.9853 0.302
H -20.1385 5.9555 -12.7556 0.332
C -10.4013 -2.2798 -14.5721 -0.793
O -11.2248 -1.3529 -13.9293 -0.309
C -11.9560 -1.9369 -12.8635 -0.788
C -12.7453 -0.8360 -12.2146 0.085
N -11.8586 0.0543 -11.4691 -0.425
C -12.4849 1.3506 -11.2029 -0.319
C -11.4737 2.3138 -10.6158 -0.426
O -10.2863 2.2548 -11.3564 -0.275
C -9.2840 3.0784 -10.8245 -0.797
H -9.8244 -1.7605 -15.3310 0.261
H -11.0013 -3.0849 -15.0210 0.247
H -9.7225 -2.7843 -13.8697 0.326
H -11.2583 -2.3746 -12.1366 0.517
H -12.6086 -2.7207 -13.2699 0.475
H -13.4210 -1.2996 -11.4861 0.452
H -13.3421 -0.3891 -13.0253 -0.451
H -11.1057 0.2585 -12.1242 0.370
H -13.3683 1.2932 -10.5653 0.290
H -12.8008 1.7888 -12.1708 0.063
H -11.3144 2.0540 -9.5535 0.400
H -11.8121 3.3606 -10.5936 0.337
H -9.6076 4.1282 -10.7812 0.281
H -8.3924 2.9591 -11.4308 0.242
H -9.0609 2.8000 -9.7838 0.327
C -28.8243 4.1164 -13.7012 -0.755
O -27.5403 4.5816 -13.9853 -0.329
C -27.1047 4.2806 -15.3018 -0.730
C -25.6630 3.8483 -15.2718 -0.296
N -25.5568 2.4058 -14.9247 -0.344
C -24.1607 1.9942 -14.9396 1.177
C -23.9403 0.7045 -14.1882 -1.479
O -22.5690 0.4108 -14.2398 0.176
C -22.2336 -0.3324 -15.3828 -0.572
H -28.8497 3.0159 -13.7212 0.335
H -29.6116 4.5465 -14.3231 0.297
H -29.0530 4.3210 -12.6519 0.257
H -27.1938 5.1637 -15.9520 0.396
H -27.7337 3.5148 -15.7649 0.383
H -25.0752 4.4829 -14.5966 0.214
H -25.2210 3.8945 -16.2724 0.277
H -25.9172 2.3566 -13.9719 0.284
H -23.5179 2.7795 -14.5102 -0.085
H -23.8370 1.8939 -15.9759 -0.514
H -24.5414 -0.1055 -14.6143 0.491
H -24.2688 0.8290 -13.1537 0.334
H -22.4768 0.1707 -16.3327 0.088
H -22.8149 -1.2640 -15.4314 0.396
H -21.1663 -0.5346 -15.4353 0.047
C -18.9313 -10.4089 -15.2307 -0.741
O -18.0052 -9.4180 -14.8498 -0.299
C -17.0274 -9.2016 -15.8252 -0.564
C -15.9935 -8.2043 -15.3362 -0.606
N -16.5409 -6.8919 -15.1164 -0.225
C -15.5314 -5.9653 -14.6651 -0.585
C -16.1682 -4.6837 -14.1794 -0.624
O -15.1926 -3.6889 -14.0208 -0.129
C -15.7467 -2.4294 -13.7611 0.310
H -19.5673 -10.0682 -16.0561 0.301
H -19.5866 -10.5733 -14.3749 0.242
H -18.4453 -11.3550 -15.4852 0.301
H -17.4524 -8.8163 -16.7677 0.339
H -16.4708 -10.1016 -16.1337 0.396
H -15.1995 -8.1882 -16.0866 0.358
H -15.5400 -8.6542 -14.4333 0.344
H -17.3326 -6.8927 -14.4876 0.218
H -14.8093 -5.7251 -15.4484 0.254
H -14.9356 -6.3534 -13.8204 0.268
H -16.7126 -4.8435 -13.2308 0.299
H -16.9551 -4.3670 -14.8858 0.385
H -14.9556 -1.7035 -13.5900 -1.068
H -16.3386 -2.4688 -12.8325 0.644
H -16.3991 -2.0318 -14.5461 0.189
C -17.1413 2.8558 -9.3836 -0.621
O -16.1773 3.1625 -10.3685 -0.133
C -15.4576 4.3537 -10.0934 -1.315
C -14.4296 4.6068 -11.1775 0.185
N -15.0785 5.0903 -12.3903 -0.376
C -14.1620 5.2204 -13.4998 -0.338
C -14.8612 5.8982 -14.6595 -0.621
O -13.9553 6.3708 -15.6156 -0.324
C -14.3588 7.5564 -16.2368 -0.729
H -16.6672 2.5171 -8.4555 0.366
H -17.7733 2.0687 -9.7926 -0.178
H -17.7541 3.7357 -9.1568 0.401
H -14.9249 4.1859 -9.1449 0.504
H -16.0879 5.2466 -10.0021 0.361
H -13.9142 3.6545 -11.3824 -0.496
H -13.7191 5.3553 -10.8249 0.847
H -15.8264 4.4597 -12.6763 0.171
H -13.6808 4.2819 -13.8187 0.027
H -13.3338 5.8739 -13.1977 0.530
H -15.5043 6.7009 -14.2678 0.406
H -15.6316 5.2245 -15.0810 0.101
H -14.5989 8.3549 -15.5308 0.335
H -15.1891 7.3777 -16.9372 0.276
H -13.5513 7.8872 -16.8939 0.265
C -13.9095 -1.6730 -16.7755 -0.805
C -14.3893 -0.6375 -17.7901 0.153
C -15.4313 0.2785 -17.1496 0.172
O -15.6916 1.3319 -18.0560 -0.460
C -16.6129 2.2569 -17.5368 -0.198
N -13.2104 0.1289 -18.2529 -0.845
H -14.8030 -2.1794 -16.3988 0.044
H -13.3938 -1.1756 -15.9501 -0.018
H -13.2480 -2.4062 -17.2296 0.451
H -14.8189 -1.1640 -18.6442 0.400
H -15.0566 0.6245 -16.1779 -0.289
H -16.3675 -0.2804 -17.0040 0.303
H -17.6251 1.8414 -17.4641 0.127
H -16.6071 3.1057 -18.2218 0.404
H -16.3315 2.6181 -16.5405 -0.054
H -13.5878 0.9570 -18.7153 0.361
H -12.7573 0.5419 -17.4373 0.259
C -15.7734 1.3993 -13.3687 -0.854
C -17.2181 1.8114 -13.6172 1.111
C -18.2441 0.7641 -13.1960 0.420
O -18.2076 -0.3168 -14.0969 0.397
C -19.0378 -1.4016 -13.7270 -0.603
N -17.3961 3.0988 -12.9470 0.482
H -15.0968 2.0425 -13.9364 0.262
H -15.6196 0.3978 -13.7768 -0.191
H -15.5720 1.4431 -12.2990 0.353
H -17.4123 2.0140 -14.6768 -0.675
H -19.2184 1.2736 -13.1988 -0.906
H -18.0252 0.4560 -12.1625 0.209
H -18.7573 -1.8195 -12.7522 0.369
H -18.8467 -2.1824 -14.4652 0.199
H -20.0883 -1.1146 -13.7353 -0.200
H -18.3293 3.4683 -12.7498 -0.347
H -16.9384 3.1575 -12.0323 0.421
C -23.0651 1.9656 -18.8783 -1.065
C -21.6753 2.5527 -19.0750 0.489
C -20.7683 2.3599 -17.8842 -0.490
O -21.3159 3.0418 -16.7802 -0.404
C -20.4979 2.9681 -15.6355 -0.221
N -21.0893 1.8234 -20.2104 -0.697
H -23.6035 2.4429 -18.0587 -0.109
H -23.0185 0.8903 -18.6941 0.318
H -23.6622 2.1009 -19.7831 0.487
H -21.8093 3.6232 -19.2765 0.184
H -19.7759 2.7835 -18.1019 0.335
H -20.6653 1.2826 -17.6875 0.275
H -19.4725 3.2876 -15.8632 0.495
H -20.5190 1.9685 -15.1833 -0.111
H -20.8726 3.6561 -14.8755 -0.046
H -21.5628 2.0806 -21.0671 0.279
H -20.1103 2.0746 -20.3106 0.219
```

Results
Structure (SMILES) ... COC[C@H](C)N.COC[C@H](C)N.COC[C@H](C)N.COCCNCCOC.COCCNCCOC.COCCNCCOC.COCCNCCOC.COCCNCCOC
Kohn-Sham gap ... 0.337 hartree
Energy above the lowest of the compared OMol25 structures with the same formula, charge and spin ... 0.0 kcal/mol
Lowest unoccupied orbital energy ... 0.6 eV
HOMO ... -8.5 eV
2S+1 ... 1
F_max ... 1.48 eV Å⁻¹
Total energy ... -3080.9241 Ha

***

(5)
A structure of composition C5H5BiO4, computed with ωB97M-V/def2-TZVPD.

Structure (XYZ):
```
15
Properties=species:S:1:pos:R:3:mulliken_charge:R:1
O 0.7989 -1.0881 -1.4166 -0.636
C 0.8741 0.2812 -1.5241 -0.297
C 0.0812 1.0124 -0.4398 0.750
O -0.5624 0.2868 0.3645 -0.620
C -0.7320 -2.8292 1.9646 0.206
O 0.0470 -3.3099 2.7764 -0.452
O -2.0609 -3.0707 2.1552 -0.441
Bi -0.2569 -1.7414 0.0611 1.228
H 0.4899 0.6544 -2.4960 0.311
H 1.9167 0.6546 -1.4584 0.315
H -2.5467 -2.2291 2.1061 0.347
C 0.0246 2.4553 -0.3337 -0.776
C 0.9777 3.3433 -0.7566 -0.326
H -0.8898 2.7986 0.1760 0.235
H 1.8388 2.7818 -1.1786 0.155
```

Results
Kohn-Sham gap ... 0.177 hartree
Lowest unoccupied orbital energy ... -2.5 eV
HOMO ... -7.3 eV
2S+1 ... 1
F_max ... 6.37 eV Å⁻¹
Total energy ... -708.8107 Ha

***

(6)
A cluster of 2 separate species, C4H5N3O6 in total, computed with ωB97M-V/def2-TZVPD.

Structure (XYZ):
```
18
Properties=species:S:1:pos:R:3:mulliken_charge:R:1
C 1.8457 -0.9519 1.0471 0.386
C -0.2706 -1.5418 -1.9871 -1.084
C 1.0243 -1.4040 -1.1075 -0.471
C 0.7265 -0.7468 0.2586 0.488
N 2.7403 -1.3947 1.5886 -0.353
N -2.3042 1.8659 1.0381 1.226
N 0.3264 2.2271 1.5822 1.167
O -2.8602 1.6237 0.0672 -0.520
O -2.5097 1.7917 2.1858 -0.553
O -0.9971 2.3773 0.7894 -0.415
O 0.1421 2.2269 2.7161 -0.458
O -0.3490 -0.2718 0.5948 -0.514
O 1.1447 2.0138 0.7777 -0.469
H 0.0801 -1.9638 -2.9553 0.364
H -1.0939 -2.1276 -1.4454 0.281
H -0.7879 -0.6009 -2.3954 0.270
H 1.4626 -2.3916 -1.0447 0.396
H 1.6798 -0.7316 -1.7103 0.259
```

Results
Structure (SMILES) ... O=[N+]([O-])O[N+](=O)[O-].CCC(=O)C#N
Kohn-Sham gap ... 0.386 hartree
Energy above the lowest of the compared OMol25 structures with the same formula, charge and spin ... 88.6 kcal/mol
Lowest unoccupied orbital energy ... -0.9 eV
HOMO ... -11.4 eV
2S+1 ... 1
F_max ... 4.43 eV Å⁻¹
Total energy ... -770.7701 Ha

***

Which of these has the highest total energy? C5H11NO

***

Which value of F_max does entry 5 give? 6.37 eV Å⁻¹

***

Which value of total energy does entry 5 give? -708.8107 Ha